No. 1
Computed, not measured: a molecular structure, C2H4F2OS in a non-equilibrium geometry, with ωB97M-V/def2-TZVPD.

As for the electronic energy: -751.6289 hartree. The calculation puts the molar mass at 114.116 g/mol. As for the relative energy (zero: lowest compared OMol25 entry of this formula, charge and spin): 292.05 kJ/mol. Its LUMO energy is 0.26 eV.

Each line ends with the Mulliken charge.
CARTESIAN COORDINATES (ANGSTROEM)
1 C 1.638 0.539 -0.225  -0.81
2 C -2.211 -0.009 0.088  0.12
3 O 0.106 -1.475 0.611  -0.44
4 F -2.670 1.220 -0.111  -0.15
5 F -1.994 -0.402 -1.158  -0.13
6 S 0.043 0.195 0.719  0.15
7 H 1.660 1.540 -0.300  0.38
8 H 2.469 0.110 0.314  0.28
9 H 1.340 0.204 -1.209  0.28
10 H -0.381 -1.923 1.271  0.33

***

No. 2
Computed, not measured: C5H5BFNO3 in the gas phase in a non-equilibrium geometry, with ωB97M-V/def2-TZVPD.

As for the electronic energy: -598.6377 hartree. The calculation puts the molar mass at 156.909 g/mol. As for the relative energy (zero: lowest compared OMol25 entry of this formula, charge and spin): 82.96 kJ/mol. Its LUMO energy (alpha / beta) is -0.92 / -1.30 eV.

Each line ends with the Mulliken charge.
CARTESIAN COORDINATES (ANGSTROEM)
1 B 0.602 -0.127 -0.377  0.31
2 C -2.519 -1.058 -0.677  -0.18
3 C 2.139 -0.184 -0.445  0.10
4 C -0.223 -1.423 0.120  0.26
5 C -3.315 0.007 -0.058  0.58
6 C 3.403 -0.164 -0.234  -0.55
7 N -1.424 -1.516 -0.220  -0.17
8 O -4.442 0.276 -0.251  -0.53
9 O -0.154 1.014 -0.526  -0.53
10 O -2.533 0.684 0.848  -0.53
11 F 0.281 -2.551 0.610  -0.23
12 H -3.013 -1.672 -1.468  0.32
13 H 3.911 -0.160 0.772  0.22
14 H 4.133 -0.099 -1.017  0.24
15 H -0.875 1.010 0.167  0.37
16 H -3.132 1.320 1.391  0.32

***

No. 3
Computed, not measured: 2 unconnected molecules or ions with the total composition C10H22NP in a non-equilibrium geometry, with ωB97M-V/def2-TZVPD.

As for the electronic energy: -790.0876 hartree. The calculation puts the molar mass at 187.267 g/mol. As for the relative energy (zero: lowest compared OMol25 entry of this formula, charge and spin): 369.35 kJ/mol. Its LUMO energy (alpha / beta) is -0.05 / 0.03 eV.

Each line ends with the Mulliken charge.
CARTESIAN COORDINATES (ANGSTROEM)
1 C -1.232 2.319 -3.023  -0.31
2 C -1.491 1.568 -1.985  -0.35
3 C -1.106 -2.662 -1.866  -1.05
4 C -1.259 -1.401 2.098  -1.51
5 C 0.583 2.291 0.921  -1.34
6 C 1.542 0.296 1.952  -1.49
7 C 2.875 1.497 0.231  -1.84
8 C -0.052 -2.504 -0.721  -0.71
9 C -1.397 -0.964 0.638  -0.25
10 C 1.455 1.078 0.680  1.58
11 N -0.120 -1.161 -0.058  0.35
12 P 0.849 -0.024 -0.773  -0.23
13 H -1.933 2.406 -3.917  0.24
14 H -0.264 3.031 -3.100  0.19
15 H -2.344 0.812 -1.741  0.13
16 H -1.196 -3.658 -2.221  0.35
17 H -1.912 -2.201 -1.387  0.29
18 H -0.995 -2.134 -2.758  0.36
19 H -0.366 -1.918 2.101  0.45
20 H -1.185 -0.565 2.689  0.43
21 H -2.104 -2.005 2.663  0.25
22 H 0.175 2.626 -0.063  0.26
23 H -0.433 2.093 1.370  0.27
24 H 1.114 3.172 1.457  0.33
25 H 0.529 0.081 2.207  0.17
26 H 1.870 1.082 2.729  0.42
27 H 2.165 -0.553 1.855  0.42
28 H 3.584 0.679 -0.104  0.37
29 H 2.727 2.287 -0.575  0.40
30 H 3.360 2.082 0.949  0.49
31 H -0.455 -3.279 0.021  0.29
32 H 0.966 -2.719 -1.065  0.48
33 H -2.235 -1.692 0.145  0.18
34 H -1.716 0.037 0.650  0.41

***

No. 4
Computed, not measured: a molecular structure, C30H34N3O7PSe4Zr, with ωB97M-V/def2-TZVPD.

Its total charge is -2. As for the electronic energy: -11849.0526 hartree. The calculation puts the molar mass at 986.654 g/mol. As for the relative energy (zero: lowest compared OMol25 entry of this formula, charge and spin): 115.24 kJ/mol. Its LUMO energy is 3.84 eV.

Each line ends with the Mulliken charge.
CARTESIAN COORDINATES (ANGSTROEM)
1 Zr -1.210 0.086 -0.874  0.64
2 O 1.389 -4.344 -3.510  -0.71
3 C 2.064 -4.232 -2.354  0.61
4 C 3.082 -5.158 -2.119  -0.69
5 C 3.834 -5.102 -0.961  -0.45
6 C 3.585 -4.120 -0.011  -1.16
7 C 2.570 -3.210 -0.240  0.92
8 C 1.791 -3.239 -1.388  -0.76
9 C 0.731 -2.222 -1.583  0.49
10 O 0.459 -1.353 -0.666  0.14
11 N 0.132 -2.242 -2.742  -0.73
12 N -0.736 -1.184 -2.849  -0.18
13 C -1.339 -1.093 -3.986  -0.47
14 C -2.101 0.051 -4.374  0.58
15 C -2.930 0.012 -5.503  -0.75
16 C -3.617 1.132 -5.911  -0.67
17 C -3.457 2.327 -5.200  -0.53
18 C -2.622 2.405 -4.110  -0.54
19 C -1.928 1.263 -3.658  0.94
20 O -1.139 1.324 -2.621  -0.61
21 H 0.737 -3.586 -3.532  0.59
22 H 3.259 -5.911 -2.875  0.42
23 H 4.622 -5.829 -0.802  0.36
24 H 4.173 -4.062 0.895  0.41
25 H 2.357 -2.439 0.480  -0.04
26 H -1.191 -1.901 -4.702  0.29
27 H -3.037 -0.923 -6.041  0.38
28 H -4.281 1.087 -6.764  0.37
29 H -4.007 3.210 -5.500  0.42
30 H -2.504 3.325 -3.553  0.51
31 Se -2.062 0.014 1.882  -0.10
32 Se -3.696 -1.624 2.159  -0.29
33 Se -4.911 -1.386 0.197  -0.26
34 Se -3.172 -1.793 -1.306  -0.22
35 O -4.423 6.588 -0.432  -0.72
36 C -4.843 5.669 -1.152  0.36
37 O -5.727 5.667 -2.027  -0.74
38 C -4.149 4.295 -0.936  0.15
39 C -4.751 3.119 -1.369  -0.89
40 C -4.090 1.912 -1.234  -0.27
41 N -2.871 1.827 -0.696  0.69
42 C -2.300 2.950 -0.247  1.09
43 C -2.895 4.195 -0.343  -0.85
44 C -0.905 2.816 0.327  -0.17
45 O -0.452 3.647 1.086  -0.72
46 O -0.263 1.746 -0.062  -0.36
47 H -5.719 3.172 -1.847  0.48
48 H -4.519 0.979 -1.582  0.33
49 H -2.395 5.077 0.030  0.57
50 C 2.180 2.244 4.351  -1.71
51 C 1.747 0.779 4.305  0.68
52 C 0.447 0.625 5.114  -1.54
53 P 1.515 0.057 2.580  0.75
54 C 1.386 -1.703 3.226  0.51
55 C 2.638 -2.318 3.864  -1.53
56 C 0.570 -2.738 2.442  -1.11
57 C 3.203 0.511 1.904  0.63
58 C 3.032 1.976 1.424  -1.84
59 C 3.755 -0.296 0.736  -1.75
60 H 2.257 2.555 5.398  0.52
61 H 1.450 2.894 3.866  0.31
62 H 3.149 2.416 3.886  0.33
63 H 2.540 0.198 4.799  0.16
64 H -0.433 0.728 4.476  0.24
65 H 0.389 1.397 5.884  0.42
66 H 0.378 -0.337 5.622  0.39
67 H 0.677 -1.443 4.019  0.27
68 H 3.014 -3.127 3.232  0.31
69 H 2.428 -2.753 4.844  0.26
70 H 3.452 -1.600 3.991  0.39
71 H 1.123 -3.266 1.675  0.19
72 H -0.314 -2.285 1.993  -0.15
73 H 0.227 -3.496 3.155  0.51
74 H 3.949 0.461 2.708  0.70
75 H 2.923 1.982 0.338  0.54
76 H 3.904 2.581 1.685  0.26
77 H 2.137 2.471 1.799  0.37
78 H 3.013 -0.403 -0.060  0.18
79 H 4.103 -1.288 1.030  0.31
80 H 4.617 0.236 0.320  0.52